[1]
DFT (ωB97M-V/def2-TZVPD) results for 8 unconnected molecules or ions with the total composition C32H48O24 at a distorted geometry.

Results
molecular weight: 816.712 g/mol
energy above the lowest of the compared OMol25 structures with the same formula, charge and spin: 30.3 kcal per mole
strongest force on any atom: 0.0342 hartree/bohr
structure (SMILES): C[C@H]1COC(=O)O1.C[C@H]1COC(=O)O1.C[C@H]1COC(=O)O1.C[C@H]1COC(=O)O1.C[C@H]1COC(=O)O1.C[C@H]1COC(=O)O1.C[C@H]1COC(=O)O1.C[C@H]1COC(=O)O1
net charge: 0
frontier orbital gap: 10.83 eV
highest occupied orbital energy: -11.0 eV

```
104
Properties=species:S:1:pos:R:3:forces:R:3:mulliken_charge:R:1
O 3.890 -13.434 23.289 0.99 -0.67 0.06 0.13
O -1.815 -12.736 20.440 0.05 -0.10 -0.18 -0.54
O 10.449 -10.958 25.119 -0.07 -0.05 0.02 -0.38
O 0.623 -15.024 16.221 -0.25 0.23 -0.10 -0.40
O 0.556 -10.307 27.176 -0.01 0.18 -0.15 -0.51
O 7.462 -7.858 20.426 0.21 0.24 -0.27 -0.35
O 8.038 -17.127 26.045 0.42 0.41 -0.06 -0.38
O -0.401 -11.456 21.645 -0.22 -0.21 -0.16 -0.38
O 3.899 -15.673 23.655 0.53 0.00 0.28 -0.56
O 0.534 -13.209 17.508 0.02 0.23 0.43 -0.30
O 5.922 -9.441 20.245 0.21 0.24 -0.22 -0.27
O 8.950 -18.878 24.986 0.00 -0.12 -0.13 -0.53
O 5.416 -7.529 21.296 -0.17 0.33 0.18 -0.55
O 2.049 -11.326 28.516 -0.32 -0.04 0.45 -0.38
O 0.583 -12.969 15.280 0.12 0.15 -0.36 -0.54
O 3.165 -14.829 21.716 -0.02 -0.18 0.03 -0.42
O 11.460 -9.211 26.117 -0.06 -0.07 -0.12 -0.52
O 6.282 -13.655 20.121 0.42 0.77 -0.03 -0.39
O -1.956 -12.665 22.684 -0.36 0.10 -0.03 -0.36
O 8.622 -16.937 23.898 0.24 0.12 0.11 -0.43
O 8.166 -14.869 19.899 0.24 0.01 0.26 -0.29
O 1.363 -12.346 26.669 -0.10 0.29 -0.08 -0.24
O 9.223 -9.245 25.859 0.33 -0.11 -0.35 -0.39
O 7.064 -14.251 18.086 -0.19 0.01 0.45 -0.37
C 3.449 -12.591 22.227 -1.19 0.80 -0.13 2.24
C 8.311 -15.606 24.290 -0.66 1.02 -0.12 0.59
C 7.123 -10.052 19.727 -0.51 -0.80 0.35 1.19
C -1.375 -11.887 23.719 0.95 0.18 0.39 -0.37
C 8.583 -17.751 24.974 -0.11 -0.33 0.21 0.59
C 2.544 -12.666 28.671 0.50 0.81 -0.88 -0.45
C 7.834 -15.749 25.734 -0.25 0.21 0.45 -0.21
C 7.296 -9.515 24.401 0.85 0.09 -0.20 -1.23
C 7.117 -14.158 19.433 -0.35 -1.08 -0.22 0.36
C 7.808 -15.418 17.679 -0.41 -0.39 -0.38 0.42
C 3.100 -13.549 21.094 1.37 0.44 -0.03 -0.03
C 8.335 -16.002 19.010 -0.44 1.54 -0.35 -0.41
C 4.405 -11.486 21.855 0.86 -0.38 0.47 -1.54
C 10.476 -9.750 25.731 -0.05 0.16 0.19 0.56
C 6.193 -8.198 20.705 -0.13 -0.51 -0.06 0.59
C 0.166 -9.866 23.388 -0.61 0.20 1.27 -1.37
C 8.103 -8.885 19.669 0.51 -0.35 0.47 -0.32
C 0.644 -14.307 18.402 0.06 -0.81 0.32 0.16
C 0.901 -16.762 17.885 1.14 -1.03 -0.19 -1.45
C 3.729 -14.732 22.953 -1.37 0.32 -0.64 0.35
C 0.581 -13.663 16.236 -0.02 -0.30 0.21 0.57
C 6.762 -10.831 18.493 0.24 0.44 -1.23 -1.66
C 1.253 -11.231 27.438 0.19 -0.40 -0.05 0.59
C 0.232 -15.481 17.515 -0.08 -0.01 0.88 0.69
C 3.305 -13.813 26.456 -0.73 -0.26 -0.58 -1.13
C 7.264 -15.006 23.377 0.22 -0.62 -0.72 -0.91
C 8.262 -10.173 25.356 -0.65 -0.95 1.33 0.54
C 8.823 -15.068 16.628 0.01 0.00 -0.35 -1.47
C 2.169 -13.325 27.316 0.08 -0.39 1.52 0.41
C -1.427 -12.318 21.480 0.01 0.04 0.45 0.63
C 9.106 -11.332 24.808 0.29 0.77 -1.04 0.12
C -0.131 -11.302 23.047 0.30 0.17 0.12 1.66
H 7.407 -10.802 20.474 0.27 0.28 0.14 -0.20
H 0.517 -17.213 18.800 -0.14 0.31 0.10 0.37
H 3.808 -13.031 25.891 0.07 0.21 0.31 0.24
H 0.030 -14.234 19.299 -0.46 0.52 -0.37 0.18
H 2.841 -14.460 25.710 0.38 -0.14 -0.07 0.24
H 4.341 -10.695 22.601 0.00 0.29 -0.31 0.72
H 8.392 -15.076 26.391 0.24 -0.44 0.18 0.26
H 7.081 -16.116 17.256 -0.03 0.12 -0.04 0.20
H 3.617 -12.563 28.829 0.03 -0.23 -0.03 0.28
H 7.657 -16.745 19.418 0.46 -0.59 -0.21 0.33
H -0.181 -9.692 24.417 0.15 -0.17 -0.01 0.33
H 4.266 -11.121 20.841 -0.56 0.22 0.13 0.41
H 8.378 -14.559 15.772 -0.29 0.09 0.21 0.36
H -1.067 -12.507 24.561 -0.16 -0.28 -0.17 0.26
H 8.382 -8.543 18.673 -0.37 0.12 -0.08 0.27
H 0.868 -17.556 17.135 -0.54 0.29 -0.21 0.38
H 9.198 -16.003 16.205 0.43 0.11 0.25 0.42
H 2.545 -12.136 22.639 -0.04 0.08 -0.26 -1.53
H 5.444 -11.834 21.837 -0.14 -0.27 0.16 -0.10
H 7.903 -8.998 23.651 -0.23 0.07 -0.09 0.33
H 6.684 -10.259 23.892 -0.15 0.01 0.13 0.10
H 6.529 -10.177 17.645 -0.40 0.14 0.28 0.45
H 4.015 -14.405 27.031 0.01 0.01 0.05 0.37
H 9.606 -14.413 17.010 0.19 -0.26 0.06 0.33
H 9.020 -9.138 20.202 0.06 0.02 -0.13 0.30
H -0.854 -15.583 17.585 -0.04 0.01 -0.44 0.26
H 1.980 -16.618 18.008 -0.11 0.23 0.21 0.31
H 8.925 -12.328 25.200 -0.24 0.08 0.26 0.03
H 1.221 -9.610 23.432 0.02 0.08 -0.60 0.24
H 1.506 -14.142 27.608 0.04 -0.21 -0.53 0.27
H 1.659 -14.432 18.794 0.23 0.16 -0.55 -0.23
H -0.454 -9.182 22.811 0.35 0.00 -0.40 0.39
H 7.735 -10.556 26.240 -0.16 0.23 -0.11 0.27
H 9.196 -14.966 24.254 0.31 -0.40 -0.04 0.33
H 2.096 -13.158 29.531 -0.18 0.14 0.00 0.27
H 0.728 -11.936 23.270 -0.03 -0.03 0.07 -0.66
H 2.161 -13.327 20.599 -0.29 -0.30 0.34 0.33
H -2.011 -11.112 24.152 -0.45 -0.04 -0.59 0.30
H 6.369 -15.625 23.427 -0.22 0.32 0.14 0.25
H 6.782 -15.521 25.918 -0.09 -0.08 -0.45 0.10
H 7.073 -13.954 23.587 -0.19 -0.07 0.32 0.37
H 7.569 -11.436 18.071 0.20 -0.11 0.58 0.40
H 9.386 -16.246 18.920 -0.02 -0.35 0.41 0.32
H 5.926 -11.489 18.709 -0.04 0.01 -0.04 0.20
H 7.604 -15.042 22.338 0.11 0.00 0.10 -0.05
H 6.691 -8.783 24.928 -0.16 -0.02 -0.10 0.48
H 3.904 -13.471 20.355 -0.14 -0.28 -0.12 0.06
H 8.978 -11.350 23.719 0.26 -0.23 0.03 0.09
```
Forces are in eV/Å.

=====

[2]
DFT (ωB97M-V/def2-TZVPD) results for C4H5NO in the gas phase at a distorted geometry.

Results
molecular weight: 83.090 g/mol
energy above the lowest of the compared OMol25 structures with the same formula, charge and spin: 39.3 kcal per mole
strongest force on any atom: 0.0310 hartree/bohr
structure (SMILES): C#CCC(N)=O
net charge: 0
frontier orbital gap: 10.61 eV
highest occupied orbital energy: -9.9 eV

```
11
Properties=species:S:1:pos:R:3:forces:R:3:mulliken_charge:R:1
O 2.177 1.102 0.277 -0.50 -0.06 -0.02 -0.61
N 1.040 -0.194 -1.185 -0.07 0.23 0.00 -0.35
C 1.140 0.562 -0.058 -0.07 0.20 0.00 0.60
C -1.040 -0.471 0.683 -0.32 -0.54 -0.24 -0.60
C -1.939 -1.148 0.251 0.71 -0.51 0.69 0.02
C -0.130 0.646 0.833 -0.20 0.18 0.00 -0.45
H 0.204 0.928 1.833 -0.07 -0.52 0.00 0.32
H 1.823 -0.191 -1.824 -0.14 0.01 0.21 0.23
H -0.924 1.366 0.593 1.08 1.05 -0.52 0.24
H 0.161 -0.576 -1.493 0.05 0.03 0.14 0.20
H -2.511 -2.023 0.090 -0.48 -0.07 -0.25 0.40
```
Forces are in eV/Å.

=====

[3]
DFT (ωB97M-V/def2-TZVPD) results for a gas-phase ion, C8H16N3O2 (charge +1) at a distorted geometry.

Results
molecular weight: 186.235 g/mol
energy above the lowest of the compared OMol25 structures with the same formula, charge and spin: 99.6 kcal per mole
strongest force on any atom: 0.0784 hartree/bohr
structure (SMILES): COC#[N+]C(C)(C)/C([O-])=N/[NH+](C)C
net charge: +1
frontier orbital gap: 9.45 eV
highest occupied orbital energy: -12.4 eV

```
29
Properties=species:S:1:pos:R:3:forces:R:3:mulliken_charge:R:1
O 1.048 2.541 -1.408 -0.26 1.29 -0.25 -0.31
O -1.107 -1.888 0.716 -0.14 -0.28 0.40 -0.62
N 1.180 -1.828 -0.828 -3.01 -0.57 0.82 0.10
N -0.829 1.572 -0.278 0.69 -0.04 0.58 -0.15
N 0.481 -0.609 -0.421 0.48 0.01 -0.21 -0.56
C 1.919 -2.469 0.278 -1.92 -0.91 1.01 -0.79
C -2.844 0.415 0.579 1.64 -0.99 3.55 -1.41
C -0.847 0.894 2.122 0.31 -0.33 1.59 -1.50
C 0.117 2.019 -0.781 -0.78 -0.32 0.23 0.70
C -0.618 -0.843 0.333 1.24 0.78 -1.67 -0.09
C 0.236 -2.767 -1.615 0.20 -0.32 2.12 -0.79
C -1.286 0.529 0.689 -0.96 -0.19 1.38 1.49
C 1.435 3.986 -1.015 0.01 0.46 0.94 -0.55
H 0.913 -3.147 -2.370 -0.54 -0.63 -0.36 0.35
H -3.081 -0.461 1.242 0.14 0.37 -1.20 0.34
H 0.196 1.287 2.232 -0.83 -0.50 -0.35 0.35
H 1.789 -1.686 -1.588 1.34 1.65 -0.42 0.36
H -0.101 -3.499 -0.842 0.00 0.36 -1.24 0.34
H -0.594 -2.161 -1.988 0.36 -0.29 -0.07 0.26
H -2.920 0.240 -0.423 -1.50 -0.65 -2.58 0.44
H 2.420 4.058 -1.480 -0.16 0.00 0.38 0.25
H 1.892 -3.545 0.172 0.03 -0.24 -0.14 0.35
H 1.497 -2.220 1.266 -0.20 -0.01 -0.76 0.24
H 1.453 3.952 0.114 0.19 0.28 -1.41 0.33
H -1.005 0.088 2.959 0.35 0.91 -2.20 0.31
H -3.491 1.183 1.014 0.72 0.52 -0.54 0.37
H 2.891 -2.145 0.273 2.41 0.84 -0.15 0.42
H -1.535 1.650 2.447 -0.13 0.80 0.26 0.47
H 0.789 4.853 -1.397 0.34 -2.01 0.29 0.30
```
Forces are in eV/Å.

=====

[4]
DFT (ωB97M-V/def2-TZVPD) results for a molecular structure, C17H29ILaNO2P2 at a distorted geometry.

Results
molecular weight: 607.182 g/mol
energy above the lowest of the compared OMol25 structures with the same formula, charge and spin: 83.9 kcal per mole
strongest force on any atom: 0.0440 hartree/bohr
net charge: 0
frontier orbital gap (alpha / beta): 4.35 / 4.35 eV
highest occupied orbital energy (alpha / beta): -4.3 / -4.3 eV

```
53
Properties=species:S:1:pos:R:3:forces:R:3:mulliken_charge:R:1
La -0.449 -0.043 0.935 -0.55 -1.20 -0.57 0.39
I -1.193 0.848 3.638 -0.26 0.34 1.10 -0.53
P -2.703 0.169 -0.828 -0.01 1.14 -1.11 0.97
P 2.333 0.553 1.127 0.55 0.80 0.01 0.69
O 0.733 -1.434 -2.616 0.85 -1.57 -1.21 0.20
O -0.496 1.148 -5.575 0.53 -0.09 0.84 -0.58
N -0.133 2.089 -0.168 0.37 0.65 -0.18 -0.15
C -2.159 1.709 -1.555 0.75 1.11 0.55 -1.31
C -0.879 3.833 -1.621 0.86 1.60 -0.08 -1.04
C 1.154 -3.661 -0.435 0.11 0.02 0.29 -0.63
C 1.005 4.208 -0.168 0.97 -0.29 0.78 -0.72
C -4.333 0.529 -0.023 -0.25 -0.17 0.05 -1.29
C -1.013 -3.224 0.563 0.42 -0.31 -0.15 -0.15
C -3.265 -0.761 -2.304 -0.27 -0.36 -0.07 -1.19
C 1.189 -4.921 0.162 -0.55 -0.36 0.14 -0.41
C 2.980 0.239 2.806 0.28 -0.18 0.21 -1.20
C 0.124 -5.346 0.979 0.23 0.56 -0.34 -0.50
C 0.119 4.677 -1.138 -1.25 -0.76 -1.13 -0.44
C 3.868 0.720 0.171 0.42 -0.20 -0.32 -1.30
C -1.066 2.524 -1.128 -0.59 -1.36 0.75 1.03
C 0.881 2.906 0.268 -0.61 0.12 -0.27 1.04
C -0.969 -4.490 1.162 -0.44 -0.16 0.05 -0.62
C 0.088 -2.793 -0.192 0.37 0.10 1.26 1.19
C 1.842 2.357 1.326 -0.19 -0.11 -0.15 -1.44
H 0.198 -1.688 -0.585 -0.51 -1.69 0.32 -0.95
H -4.145 -0.264 -2.742 0.16 -0.17 0.14 0.42
H 3.682 1.287 -0.752 -0.03 -0.23 0.24 0.32
H -0.992 1.144 -6.386 0.03 0.19 -0.58 0.28
H -1.919 -2.597 0.649 0.41 -0.24 0.13 0.20
H 1.394 2.473 2.332 0.18 -0.06 -0.38 0.40
H 2.217 0.473 3.562 0.20 -0.09 -0.24 0.30
H -3.532 -1.788 -2.002 0.02 0.27 -0.31 0.34
H -1.557 4.179 -2.393 0.04 0.04 0.04 0.37
H -2.869 2.227 -2.230 0.44 -0.44 0.35 0.10
H 0.358 1.586 -5.711 -0.55 -0.13 -0.26 0.31
H 0.251 5.675 -1.561 -0.20 -0.28 0.19 0.38
H 0.161 -1.129 -1.764 -0.81 1.80 1.10 -0.07
H 1.794 4.849 0.245 -0.32 -0.33 -0.25 0.37
H 4.647 1.231 0.759 -0.25 -0.10 -0.14 0.41
H 0.139 -6.334 1.452 0.01 0.44 -0.18 0.36
H 1.147 -0.647 -2.991 0.31 0.98 -0.48 0.25
H 2.798 2.906 1.297 -0.46 0.04 0.11 0.42
H 3.888 0.833 2.985 -0.25 -0.15 0.09 0.39
H -2.471 -0.771 -3.064 -0.19 -0.05 0.44 0.20
H 4.226 -0.285 -0.096 -0.03 0.32 -0.01 0.36
H -1.812 -4.823 1.784 0.37 0.17 -0.31 0.37
H -5.091 0.798 -0.775 0.20 -0.09 0.20 0.40
H 3.225 -0.830 2.876 0.02 0.29 0.11 0.37
H 2.037 -5.592 0.003 -0.25 0.26 -0.02 0.36
H 1.986 -3.337 -1.069 -0.21 0.02 0.27 0.32
H -4.672 -0.363 0.530 -0.03 0.30 -0.17 0.36
H -4.240 1.364 0.685 0.13 -0.29 -0.18 0.31
H 0.139 -1.870 -3.265 -0.18 -0.07 -0.66 0.32
```
Forces are in eV/Å.